144
Properties=species:S:1:pos:R:3:forces:R:3:mulliken_charge:R:1 method="wB97M-V/def2-TZVPD" homo_ev=-8.5 molar_mass_g_mol=3140.9 spin_multiplicity=1 lumo_energy_ev=-0.2
C -1.0066 1.3598 -2.3342 0.11 -0.07 0.55 -1.236
C -0.3062 -0.0124 -2.2309 -0.41 0.41 -0.99 -0.308
N -1.2889 -1.1178 -2.4002 0.19 0.33 1.36 1.364
C -0.7619 -2.3941 -1.9103 0.01 -1.43 -0.39 -1.416
C 0.5216 -2.8564 -2.6198 -0.07 0.86 -0.06 -1.108
C 0.5983 -2.6487 -4.1295 0.27 -0.21 0.14 -0.251
C 1.8544 -2.3590 -4.6244 0.39 0.13 0.11 1.701
C 2.1424 -2.1669 -5.9794 1.02 -0.21 0.48 1.033
P 3.7935 -1.7757 -6.6994 -0.08 0.12 -1.18 0.556
O 4.5320 -0.6482 -5.7337 -1.06 -0.83 0.42 -0.493
Cl 4.8716 -3.5757 -6.4716 -0.33 0.38 0.60 -0.302
C 1.0996 -2.3041 -6.8662 -0.27 -0.38 -0.23 -0.189
C -0.1983 -2.5857 -6.3985 0.37 -0.30 -0.79 0.741
C -0.4707 -2.7613 -5.0481 -0.46 0.13 1.40 -0.528
N -1.7733 -3.0577 -4.6266 0.28 0.32 -1.79 0.344
C -2.6969 -2.2660 -5.0346 -0.88 -0.32 0.66 0.752
C -4.0715 -2.8584 -5.2700 0.30 0.40 0.74 -1.426
C -2.5882 -0.7816 -5.2641 0.20 0.05 -1.37 -1.109
C -1.0921 -2.6427 -7.6323 0.90 0.74 1.41 0.288
O -2.1264 -3.2012 -7.8175 -0.26 0.12 -0.15 -0.539
N -0.3685 -1.8547 -8.5974 -0.19 -0.02 -1.59 0.035
C -0.4366 -0.3956 -8.3360 -0.13 0.60 -0.76 -0.010
C -1.2708 0.3828 -9.3625 -0.13 -0.07 0.84 -0.789
S -0.9631 2.1696 -9.0781 -0.19 0.22 -0.17 -0.192
C -1.8051 2.5126 -7.5828 -0.63 -0.25 0.55 0.448
N -1.4217 2.3681 -6.3599 1.61 -0.48 -0.25 -0.242
N -2.3991 2.7999 -5.5345 -0.89 0.15 0.64 -0.180
C -3.3794 3.1737 -6.2935 0.66 -0.25 0.50 0.204
O -3.0718 3.0212 -7.5745 -0.70 0.27 -1.48 -0.296
C 1.0312 -2.1729 -8.3934 -0.42 -0.14 1.84 -0.605
O 1.8712 -2.2783 -9.2216 0.05 0.11 -0.26 -0.490
C -2.4529 -0.8482 -1.5749 -0.60 0.44 0.22 0.268
C -2.3165 -0.6270 -0.0677 0.38 -0.07 0.22 -1.193
O -3.5462 -0.7918 -2.0688 -0.05 -0.16 -0.28 -0.566
H -1.3608 1.6689 -1.3422 -0.04 0.09 -0.23 0.302
H -0.3320 2.1366 -2.7052 0.01 -0.19 0.11 0.422
H -1.8662 1.3415 -3.0069 0.13 -0.12 -0.04 0.256
H 0.2661 -0.1097 -1.2957 0.04 0.08 -0.20 0.059
H 0.3525 -0.0697 -3.1079 0.19 -0.23 0.42 0.350
H -1.5255 -3.1684 -2.0759 -0.01 0.31 -0.05 0.476
H -0.5625 -2.4110 -0.8276 0.04 0.25 -0.18 0.362
H 1.3418 -2.2668 -2.1811 -0.02 -0.23 -0.19 0.351
H 0.7552 -3.9028 -2.3856 -0.27 0.13 0.07 0.655
H 2.6725 -2.2832 -3.8926 -1.22 0.02 -0.88 -1.653
H 3.9730 -0.4486 -4.9666 0.41 0.08 0.14 0.333
H -4.8511 -2.1315 -5.0165 0.01 -0.26 -0.05 0.427
H -4.1564 -3.7738 -4.6829 -0.17 0.14 -0.09 0.183
H -4.1431 -3.1228 -6.3312 0.07 0.12 0.11 0.262
H -1.5723 -0.4081 -5.4172 -0.08 -0.15 0.33 -0.272
H -3.0554 -0.1992 -4.4687 -0.03 -0.40 0.17 0.723
H -3.1497 -0.5527 -6.1882 0.09 0.03 0.22 0.564
H 0.5885 -0.0056 -8.4037 -0.20 0.00 0.13 0.549
H -0.8076 -0.1355 -7.3365 0.14 -0.32 -0.06 -0.131
H -0.9625 0.1932 -10.3929 0.00 0.03 0.16 0.392
H -2.3359 0.1617 -9.2414 0.15 0.05 -0.22 0.313
H -4.3369 3.5712 -5.9795 0.31 -0.14 -0.32 0.145
H -3.1734 -0.0878 0.3430 -0.01 -0.06 -0.39 0.400
H -1.4144 -0.0703 0.2094 -0.04 -0.20 -0.15 0.005
H -2.2770 -1.5874 0.4621 0.06 0.10 -0.23 0.312
C 1.0087 -0.7900 2.3254 -0.01 -0.08 0.12 -0.038
Cl 1.1379 0.9027 1.8093 -0.05 -0.09 0.00 -0.133
Cl -0.6332 -1.1036 2.9100 0.21 -0.03 0.05 -0.002
Cl 1.3663 -1.8489 0.9556 0.02 0.03 0.09 0.052
Cl 2.1683 -1.1039 3.6213 -0.04 0.02 -0.08 -0.008
C 5.4324 -2.2736 -1.4861 0.18 0.05 0.05 0.243
Cl 4.3227 -2.2790 -2.8767 1.00 -0.10 0.85 0.141
Cl 4.7511 -1.2625 -0.2053 0.02 -0.03 -0.07 -0.060
Cl 5.6299 -3.9253 -0.8953 -0.05 0.06 -0.04 -0.089
Cl 6.9964 -1.6279 -1.9864 -0.09 -0.03 0.00 -0.097
C -3.6611 1.5748 4.5898 0.00 0.04 0.08 0.145
Cl -4.9806 2.6527 4.1161 -0.01 -0.12 -0.01 -0.072
Cl -3.2697 1.8298 6.2958 0.12 -0.33 -0.12 0.041
Cl -4.1551 -0.1027 4.3279 0.07 0.03 -0.02 -0.105
Cl -2.2291 1.9213 3.6117 -0.17 0.13 -0.08 0.031
C -1.8588 -6.7577 -4.7000 0.02 0.19 -0.12 0.325
Cl -3.5402 -6.4722 -4.2334 0.05 -0.08 0.03 -0.124
Cl -0.7858 -5.9259 -3.5689 -0.13 0.14 -0.34 0.058
Cl -1.5305 -8.4980 -4.6593 -0.01 0.02 0.00 -0.126
Cl -1.5864 -6.1464 -6.3331 -0.03 -0.02 0.08 -0.080
C 1.1051 -8.0617 -0.3379 0.00 -0.06 -0.04 0.132
Cl -0.1092 -8.1930 -1.6254 0.38 -0.31 0.50 -0.005
Cl 0.4990 -7.0191 0.9567 0.06 0.04 -0.08 -0.007
Cl 1.4848 -9.6615 0.3143 0.04 0.09 -0.05 -0.063
Cl 2.5761 -7.3466 -1.0150 -0.02 0.02 -0.02 -0.092
C 1.0252 2.5043 6.8252 -0.09 -0.01 0.01 -0.120
Cl 0.7710 1.7798 5.2339 0.08 0.07 0.08 0.146
Cl 0.3158 4.1209 6.8664 0.05 -0.06 0.00 -0.048
Cl 0.2603 1.4869 8.0500 0.02 0.10 -0.06 0.011
Cl 2.7598 2.6109 7.1491 -0.13 0.20 0.01 0.080
C 5.7327 -0.5744 -10.5549 0.08 0.06 0.07 0.302
Cl 4.8195 0.5840 -11.5334 0.02 -0.02 0.02 -0.114
Cl 7.4674 -0.2734 -10.7530 -0.04 -0.01 -0.02 -0.113
Cl 5.2836 -0.3917 -8.8546 0.32 0.23 -0.68 -0.120
Cl 5.3563 -2.2172 -11.0837 0.01 0.06 0.03 -0.093
C 6.3511 4.0493 8.4996 0.05 -0.13 0.01 0.263
Cl 6.1152 3.3516 6.8930 0.10 0.14 -0.03 -0.056
Cl 5.6381 5.6689 8.5508 0.01 -0.03 0.01 -0.123
Cl 5.5608 3.0223 9.6999 0.14 0.08 -0.20 0.028
Cl 8.0770 4.1573 8.8580 -0.16 -0.37 -0.22 -0.086
C 6.1339 -0.8228 7.3650 0.00 0.00 0.02 0.228
Cl 5.6664 -2.4871 6.9896 0.01 0.05 0.01 -0.110
Cl 4.7085 0.2199 7.2967 0.07 -0.30 0.00 0.091
Cl 6.8330 -0.7566 8.9876 -0.02 0.01 -0.05 -0.091
Cl 7.3282 -0.2652 6.1856 -0.03 -0.02 0.03 -0.098
C 3.9853 3.4621 13.3543 0.00 0.01 0.03 0.288
Cl 4.5097 2.0877 14.3346 -0.01 0.04 -0.04 -0.096
Cl 3.2352 2.8684 11.8636 -0.13 0.00 0.19 -0.054
Cl 2.8073 4.4186 14.2608 0.03 -0.04 -0.04 -0.099
Cl 5.3817 4.4712 12.9593 -0.06 -0.02 0.03 -0.073
C -3.3343 6.2965 6.5746 0.01 0.00 -0.04 0.252
Cl -2.8690 4.9396 5.5460 0.05 0.41 -0.02 0.022
Cl -2.8770 5.9462 8.2472 -0.01 0.00 -0.04 -0.096
Cl -2.5077 7.7633 6.0328 -0.03 -0.04 0.03 -0.102
Cl -5.0843 6.5351 6.4791 0.05 -0.01 0.01 -0.111
C -2.2348 -10.0205 2.3737 -0.03 -0.01 -0.04 0.297
Cl -3.9281 -9.7211 2.7880 0.05 -0.01 0.00 -0.103
Cl -1.1896 -9.1752 3.5232 -0.02 -0.02 -0.03 -0.094
Cl -1.9071 -11.7567 2.4501 0.00 0.05 0.00 -0.100
Cl -1.9130 -9.4335 0.7386 -0.27 -0.13 0.16 0.008
C -5.2327 6.1144 -4.1710 0.06 0.09 0.04 0.343
Cl -6.0849 5.1370 -5.3848 -0.18 0.17 0.08 -0.142
Cl -3.5229 6.2303 -4.6013 -0.06 -0.01 0.00 -0.084
Cl -5.9417 7.7310 -4.1188 0.09 -0.32 0.03 -0.026
Cl -5.3918 5.3488 -2.5876 0.00 0.01 -0.08 -0.085
C -6.3600 -0.3400 8.4298 -0.05 0.04 0.02 0.317
Cl -6.2097 1.3282 7.8625 -0.14 -0.11 0.06 -0.060
Cl -7.9978 -0.6100 9.0385 0.05 0.00 -0.01 -0.101
Cl -6.0367 -1.4570 7.1008 0.00 0.03 0.06 -0.089
Cl -5.1961 -0.6208 9.7326 -0.03 0.02 -0.01 -0.080
C -7.7540 10.6680 -1.5918 -0.01 -0.03 0.06 0.362
Cl -6.5569 10.0110 -0.4695 -0.03 0.01 -0.05 -0.090
Cl -7.9686 12.3945 -1.2848 0.01 -0.06 -0.02 -0.098
Cl -7.1918 10.4311 -3.2528 -0.12 0.29 0.03 -0.081
Cl -9.2945 9.8313 -1.3685 0.06 0.02 -0.02 -0.093
C 10.1342 7.4728 10.8710 -0.06 0.07 0.02 0.308
Cl 9.9028 8.1154 12.5024 0.02 -0.03 -0.05 -0.101
Cl 8.5908 6.8902 10.2386 0.17 0.37 0.20 0.007
Cl 10.7609 8.7476 9.8183 -0.01 -0.05 0.03 -0.101
Cl 11.2878 6.1323 10.9241 -0.03 0.02 0.00 -0.108
C -0.1849 -2.3276 9.5164 0.02 -0.03 -0.02 0.238
Cl 0.2266 -3.8316 10.3482 -0.02 0.06 -0.03 -0.107
Cl 0.0476 -2.5313 7.7747 0.00 0.02 0.03 -0.055
Cl -1.8737 -1.9156 9.8376 0.05 0.00 -0.05 -0.037
Cl 0.8608 -1.0252 10.0958 0.00 -0.13 0.11 -0.067